Entry 1:
{
  "formula": "C5H12O2",
  "method": "ωB97M-V/def2-TZVPD",
  "de_lowest_ev": 0.643,
  "gap_ha": 0.4245,
  "multiplicity": 1,
  "symbols": ["C", "C", "C", "C", "H", "H", "H", "H", "H", "H", "H", "H", "H", "H", "O", "C", "O", "H", "H"],
  "xyz": [[1.81, -1.70, -1.20], [1.13, -0.58, -0.43], [0.46, 0.40, -1.39], [0.11, -1.15, 0.55], [2.23, -2.45, -0.53], [1.12, -2.21, -1.87], [2.61, -1.28, -1.82], [1.91, -0.08, 0.15], [0.16, 1.32, -0.89], [-0.42, -0.06, -1.84], [1.12, 0.68, -2.22], [0.58, -1.91, 1.17], [-0.32, -0.37, 1.18], [-0.71, -1.62, 0.00], [-3.13, 2.19, 3.18], [-2.57, 2.41, 2.15], [-2.31, 1.45, 1.24], [-2.30, 3.43, 1.83], [-1.49, 1.54, 0.74]]
}

***

Entry 2:
{
  "formula": "C6H8LiO6Sc",
  "method": "ωB97M-V/def2-TZVPD",
  "de_lowest_ev": 2.590,
  "gap_ha": [0.2500, 0.2501],
  "charge": 2,
  "multiplicity": 1,
  "symbols": ["O", "C", "C", "O", "O", "C", "H", "H", "H", "H", "O", "C", "C", "O", "O", "C", "H", "H", "H", "H", "Sc", "Li"],
  "xyz": [[1.02, 1.90, 0.38], [-0.21, 1.42, 0.81], [0.82, 2.39, -0.95], [-0.52, 0.16, 0.17], [-1.18, 2.37, 0.28], [-0.65, 2.85, -0.96], [0.99, 1.57, -1.67], [1.53, 3.20, -1.12], [-1.20, 2.41, -1.80], [-0.74, 3.94, -0.97], [1.03, -1.38, 0.91], [-0.31, -0.97, 0.97], [1.19, -2.07, -0.32], [-0.73, -0.85, 2.23], [-1.03, -2.03, 0.35], [-0.15, -2.82, -0.45], [2.05, -2.74, -0.24], [1.34, -1.36, -1.14], [-0.10, -3.83, -0.03], [-0.51, -2.86, -1.48], [-0.76, 1.03, 2.90], [-1.88, -2.35, 2.12]]
}

***

Entry 3:
{
  "formula": "C4H8O2",
  "method": "ωB97M-V/def2-TZVPD",
  "de_lowest_ev": 1.313,
  "gap_ha": 0.3961,
  "multiplicity": 1,
  "symbols": ["O", "C", "C", "C", "O", "C", "H", "H", "H", "H", "H", "H", "H", "H"],
  "xyz": [[-0.82, 1.68, 0.57], [-0.89, 0.27, 0.38], [-0.45, -0.17, -1.03], [1.05, -0.45, -0.83], [1.16, -0.97, 0.48], [0.14, -0.42, 1.30], [0.02, 2.00, 0.22], [-1.93, 0.02, 0.60], [-0.66, 0.61, -1.76], [-0.96, -1.09, -1.35], [1.63, 0.49, -0.94], [1.46, -1.18, -1.53], [-0.22, -1.21, 1.97], [0.49, 0.42, 1.91]]
}

***

Entry 4:
{
  "formula": "C4H7NO2",
  "method": "ωB97M-V/def2-TZVPD",
  "de_lowest_ev": 2.540,
  "gap_ha": [0.2792, 0.2224],
  "s_squared": 2.012,
  "multiplicity": 3,
  "symbols": ["C", "C", "C", "C", "N", "O", "O", "H", "H", "H", "H", "H", "H", "H"],
  "xyz": [[2.47, 0.02, -0.14], [-0.29, -0.60, 1.09], [-0.11, 0.92, -1.00], [0.21, -0.37, -0.31], [3.51, 0.43, 0.01], [0.15, 2.05, -0.23], [0.27, -1.32, -1.26], [0.38, -1.24, 1.64], [-0.40, 0.44, 1.42], [-1.25, -1.29, 1.18], [0.35, 1.03, -2.04], [-1.10, 1.03, -1.33], [1.00, 1.80, 0.11], [0.68, -2.17, -1.21]]
}

***

Entry 5:
{
  "formula": "C10H14ClN2O",
  "method": "ωB97M-V/def2-TZVPD",
  "gap_ha": 0.2735,
  "charge": 1,
  "multiplicity": 1,
  "symbols": ["C", "C", "C", "C", "C", "C", "C", "C", "C", "C", "N", "N", "O", "Cl", "H", "H", "H", "H", "H", "H", "H", "H", "H", "H", "H", "H", "H", "H"],
  "xyz": [[0.69, 1.47, -0.14], [1.88, 1.10, 0.40], [0.22, -0.86, -0.68], [-0.19, 0.55, -0.70], [2.48, -0.19, 0.12], [1.54, -1.11, -0.39], [4.82, 0.47, 0.73], [-2.56, 0.23, -1.44], [3.88, -0.66, 0.49], [-1.50, 0.96, -1.00], [-6.15, -0.62, 1.15], [-5.12, -0.24, 0.47], [-4.15, -0.97, 0.56], [2.08, -2.77, -0.55], [0.29, 2.41, -0.03], [2.67, 1.69, 0.91], [-0.38, -1.70, -0.83], [4.69, 0.97, 1.63], [4.47, 1.32, 0.02], [5.84, 0.16, 0.83], [-2.95, -0.25, -0.57], [-2.22, -0.60, -1.89], [-3.32, 0.83, -1.93], [3.71, -1.31, 1.25], [4.14, -1.21, -0.40], [-1.70, 2.06, -0.64], [-7.06, -0.29, 0.91], [-6.08, -1.46, 1.69]]
}

***

Entry 6:
{
  "formula": "C4H5N3",
  "method": "ωB97M-V/def2-TZVPD",
  "de_lowest_ev": 3.798,
  "gap_ha": 0.3195,
  "multiplicity": 1,
  "symbols": ["N", "C", "C", "C", "N", "C", "N", "H", "H", "H", "H", "H"],
  "xyz": [[-1.82, -2.31, 0.24], [-0.80, -1.76, 0.16], [0.49, -1.06, 0.12], [-0.09, 1.37, -1.89], [-0.04, 1.54, -0.64], [0.28, 1.34, 0.56], [0.58, 0.05, 1.04], [1.29, -1.78, 0.31], [0.65, -0.69, -0.90], [-1.14, 1.28, -2.22], [0.40, 2.16, 1.26], [0.20, -0.14, 1.96]]
}

***

Entry 7:
{
  "formula": "C7H9Br",
  "method": "ωB97M-V/def2-TZVPD",
  "de_lowest_ev": 5.997,
  "gap_ha": [0.2884, 0.2702],
  "multiplicity": 1,
  "symbols": ["C", "C", "C", "C", "C", "C", "C", "Br", "H", "H", "H", "H", "H", "H", "H", "H", "H"],
  "xyz": [[-1.95, 0.38, -0.69], [-0.13, -1.19, 1.98], [0.66, -0.15, -2.83], [-0.93, 0.20, 0.10], [-0.14, 0.04, 1.27], [0.87, -0.50, -1.58], [0.66, 1.16, 1.76], [1.91, -1.64, -0.63], [-1.87, -0.05, -1.80], [-2.85, 0.84, -0.49], [0.41, -1.38, 2.85], [-0.70, -1.89, 1.40], [1.44, -0.31, -3.64], [-0.29, 0.25, -3.20], [0.52, 1.54, 2.70], [0.69, 1.94, 1.05], [1.69, 0.76, 1.76]]
}

***

Entry 8:
{
  "formula": "C42H89F6N3O24P6",
  "method": "ωB97M-V/def2-TZVPD",
  "gap_ha": 0.3328,
  "multiplicity": 1,
  "symbols": ["N", "H", "H", "H", "H", "P", "F", "F", "F", "F", "F", "F", "C", "C", "O", "P", "O", "O", "C", "C", "O", "C", "C", "H", "H", "H", "H", "H", "H", "H", "H", "H", "H", "H", "H", "H", "H", "H", "C", "C", "O", "P", "O", "O", "C", "C", "O", "C", "C", "H", "H", "H", "H", "H", "H", "H", "H", "H", "H", "H", "H", "H", "H", "H", "C", "C", "O", "P", "O", "O", "C", "C", "O", "C", "C", "H", "H", "H", "H", "H", "H", "H", "H", "H", "H", "H", "H", "H", "H", "H", "C", "C", "O", "P", "O", "O", "C", "C", "O", "C", "C", "H", "H", "H", "H", "H", "H", "H", "H", "H", "H", "H", "H", "H", "H", "H", "C", "C", "O", "P", "O", "O", "C", "C", "O", "C", "C", "H", "H", "H", "H", "H", "H", "H", "H", "H", "H", "H", "H", "H", "H", "H", "C", "C", "C", "C", "C", "C", "N", "O", "O", "H", "H", "H", "H", "H", "C", "C", "C", "C", "C", "C", "N", "O", "O", "H", "H", "H", "H", "H"],
  "xyz": [[14.11, 20.02, 13.03], [14.29, 19.80, 14.05], [13.10, 20.07, 12.84], [14.60, 19.37, 12.40], [14.46, 20.97, 12.85], [17.12, 19.38, 15.44], [16.94, 20.62, 14.39], [18.53, 19.97, 15.90], [16.43, 20.24, 16.61], [17.19, 18.14, 16.39], [15.66, 18.79, 14.93], [17.78, 18.51, 14.25], [14.90, 20.21, 19.71], [14.88, 21.61, 19.13], [14.15, 21.59, 17.95], [13.89, 22.76, 16.92], [13.01, 22.29, 15.83], [13.37, 23.93, 17.85], [13.21, 25.26, 17.43], [13.02, 26.05, 18.72], [15.27, 23.32, 16.38], [15.69, 23.24, 15.03], [15.31, 24.59, 14.44], [15.22, 19.35, 19.08], [15.65, 20.24, 20.48], [13.89, 20.04, 20.15], [14.42, 22.30, 19.84], [15.90, 22.04, 18.89], [14.18, 25.57, 16.95], [12.36, 25.32, 16.81], [12.96, 27.14, 18.55], [12.15, 25.66, 19.26], [13.93, 25.83, 19.28], [16.74, 23.00, 15.06], [15.24, 22.42, 14.52], [15.66, 24.59, 13.43], [14.21, 24.68, 14.49], [15.81, 25.31, 14.99], [14.30, 11.99, 11.05], [15.66, 11.58, 11.53], [15.88, 12.01, 12.87], [16.86, 11.18, 13.89], [17.03, 9.76, 13.52], [18.19, 12.01, 13.64], [19.43, 11.55, 14.25], [20.01, 12.72, 15.01], [16.32, 11.34, 15.31], [15.75, 12.60, 15.84], [14.25, 12.75, 15.57], [13.48, 11.47, 11.61], [14.21, 13.06, 11.01], [14.20, 11.72, 10.00], [15.93, 10.57, 11.51], [16.39, 12.10, 10.89], [19.27, 10.71, 14.94], [20.10, 11.12, 13.54], [20.94, 12.40, 15.50], [20.27, 13.58, 14.37], [19.31, 13.04, 15.73], [15.99, 12.70, 16.90], [16.35, 13.38, 15.30], [13.64, 11.88, 15.75], [13.92, 13.53, 16.26], [14.13, 13.14, 14.55], [12.43, 20.17, 8.87], [13.32, 20.76, 9.97], [13.89, 22.06, 9.56], [14.11, 23.18, 10.62], [14.33, 22.71, 11.98], [15.23, 24.13, 9.97], [16.54, 23.64, 9.57], [17.54, 23.76, 10.78], [12.84, 24.09, 10.52], [12.54, 24.77, 9.30], [11.39, 25.61, 9.59], [12.95, 19.76, 8.02], [11.93, 19.33, 9.39], [11.56, 20.85, 8.63], [12.78, 20.96, 10.84], [14.15, 20.17, 10.26], [16.43, 22.62, 9.23], [16.64, 24.26, 8.63], [17.54, 24.72, 11.24], [17.24, 22.97, 11.50], [18.56, 23.61, 10.50], [13.44, 25.35, 8.96], [12.26, 24.12, 8.48], [10.51, 25.03, 9.87], [11.66, 26.43, 10.31], [11.11, 26.10, 8.69], [13.47, 16.56, 13.81], [13.28, 16.16, 12.39], [14.56, 15.72, 11.88], [15.48, 16.65, 10.98], [15.32, 18.11, 11.16], [16.94, 16.05, 11.17], [17.83, 16.48, 12.27], [18.03, 15.31, 13.23], [15.08, 16.12, 9.53], [15.63, 16.80, 8.35], [16.55, 15.93, 7.52], [12.46, 16.96, 14.10], [13.84, 15.76, 14.42], [14.02, 17.51, 13.93], [12.58, 15.33, 12.38], [12.90, 17.01, 11.80], [18.71, 16.76, 11.76], [17.41, 17.42, 12.73], [18.59, 15.78, 14.04], [17.08, 14.95, 13.67], [18.65, 14.59, 12.72], [14.82, 17.14, 7.77], [16.14, 17.66, 8.77], [17.07, 16.59, 6.90], [17.31, 15.52, 8.17], [16.11, 15.10, 6.99], [10.65, 23.37, 13.84], [11.05, 21.97, 13.67], [10.18, 21.57, 12.56], [10.15, 19.99, 12.28], [11.44, 19.34, 12.57], [9.05, 19.56, 13.35], [8.71, 18.29, 13.92], [9.27, 18.24, 15.33], [9.56, 19.76, 10.88], [8.66, 20.57, 10.13], [7.94, 19.73, 9.05], [10.56, 23.88, 12.92], [9.69, 23.34, 14.30], [11.34, 23.88, 14.51], [12.12, 21.91, 13.49], [10.81, 21.38, 14.51], [7.63, 18.16, 13.86], [9.06, 17.52, 13.22], [8.79, 17.31, 15.79], [10.34, 18.06, 15.21], [9.08, 19.17, 15.88], [7.86, 20.99, 10.80], [9.28, 21.30, 9.60], [8.72, 19.38, 8.39], [7.52, 18.82, 9.50], [7.22, 20.33, 8.49], [12.03, 19.24, 17.39], [13.23, 18.61, 16.97], [13.52, 17.32, 17.37], [12.63, 16.69, 18.23], [11.41, 17.20, 18.56], [11.10, 18.55, 18.17], [12.90, 15.31, 18.75], [12.02, 14.45, 18.66], [14.02, 15.10, 19.16], [11.93, 20.30, 17.27], [13.96, 19.26, 16.45], [14.40, 16.77, 17.17], [10.76, 16.59, 19.16], [10.25, 19.16, 18.55], [20.86, 18.47, 11.27], [20.31, 17.97, 10.11], [19.25, 18.59, 9.50], [18.61, 19.58, 10.22], [19.04, 20.05, 11.44], [20.18, 19.42, 12.02], [17.39, 20.14, 9.66], [16.63, 20.76, 10.36], [17.24, 20.05, 8.47], [21.86, 18.14, 11.59], [20.81, 17.05, 9.68], [18.84, 18.17, 8.62], [18.53, 20.79, 11.97], [20.54, 19.79, 12.98]]
}

***

Entry 9:
{
  "formula": "C5H27NO7",
  "method": "ωB97M-V/def2-TZVPD",
  "de_lowest_ev": 4.493,
  "gap_ha": [0.3847, 0.1985],
  "s_squared": 0.754,
  "charge": 1,
  "multiplicity": 2,
  "symbols": ["C", "C", "C", "N", "C", "C", "H", "H", "H", "H", "H", "H", "H", "H", "H", "H", "H", "H", "H", "H", "H", "O", "H", "H", "O", "H", "H", "O", "H", "H", "O", "H", "H", "O", "H", "H", "O", "H", "H", "O"],
  "xyz": [[0.13, -0.14, 2.60], [0.75, 0.96, 3.45], [0.17, 0.03, 1.11], [1.48, -0.42, 0.44], [1.26, -0.60, -0.99], [2.62, 0.46, 0.71], [-0.92, -0.36, 2.87], [0.80, -1.10, 2.75], [1.48, 0.44, 4.11], [1.18, 1.86, 2.91], [0.07, 1.65, 3.93], [-0.07, 1.05, 0.97], [-0.42, -0.78, 0.73], [1.09, -1.68, -1.30], [2.13, -0.36, -1.59], [0.57, 0.09, -1.37], [2.77, 0.85, 1.67], [3.60, -0.24, 0.52], [2.66, 1.36, 0.05], [-1.09, 0.83, -4.18], [-0.20, -0.45, -3.76], [-0.25, 0.51, -3.85], [-0.42, -2.71, -1.53], [-0.69, -4.12, -2.08], [-0.68, -3.14, -2.24], [-3.02, 1.24, 1.86], [-3.28, 1.87, 0.42], [-2.73, 1.99, 1.27], [2.51, -3.98, -0.39], [1.90, -2.94, 0.54], [1.67, -3.54, -0.17], [-0.63, 3.62, -1.09], [-1.18, 2.69, -2.16], [-0.78, 3.53, -2.08], [-0.92, 0.76, -1.12], [-1.79, 1.60, -0.34], [-1.69, 1.34, -1.24], [-2.19, -0.16, -0.58], [-3.15, -1.18, -0.81], [-2.72, -0.82, -0.06]]
}

***

Entry 10:
{
  "formula": "C10H14N2OsP",
  "method": "ωB97M-V/def2-TZVPD",
  "de_lowest_ev": 0.000,
  "gap_ha": [0.2727, 0.2529],
  "s_squared": 6.020,
  "charge": 1,
  "multiplicity": 5,
  "symbols": ["C", "C", "C", "C", "C", "Os", "P", "H", "H", "H", "H", "H", "H", "H", "H", "N", "C", "C", "C", "N", "C", "C", "H", "H", "H", "H", "H", "H"],
  "xyz": [[-0.40, -1.90, -2.53], [-1.05, -1.62, -3.75], [-1.78, -0.45, -3.98], [-1.96, 0.53, -3.00], [-1.38, 0.44, -1.71], [-0.15, -0.78, -1.03], [1.44, -2.33, -0.29], [0.05, -2.92, -2.53], [-0.97, -2.37, -4.54], [-2.24, -0.30, -4.96], [-1.69, 1.31, -1.09], [-2.57, 1.42, -3.20], [2.78, -1.87, -0.07], [1.77, -3.43, -1.15], [1.14, -3.02, 0.93], [0.81, 2.28, 4.34], [0.63, 1.67, 3.15], [-0.64, 1.62, 2.53], [-0.79, 0.93, 1.34], [0.25, 0.30, 0.72], [1.49, 0.42, 1.27], [1.71, 1.06, 2.48], [0.05, 2.73, 4.84], [1.72, 2.30, 4.79], [-1.50, 2.12, 2.98], [-1.75, 0.84, 0.82], [2.30, -0.05, 0.70], [2.71, 1.06, 2.91]]
}

***

Entry 11:
{
  "formula": "C30H46N9SSi4TeY",
  "method": "ωB97M-V/def2-TZVPD",
  "gap_ha": 0.2397,
  "charge": 2,
  "multiplicity": 1,
  "symbols": ["Y", "N", "C", "N", "C", "N", "C", "C", "N", "C", "C", "N", "H", "H", "H", "H", "H", "N", "C", "C", "C", "C", "C", "N", "C", "C", "C", "C", "C", "N", "H", "H", "H", "H", "H", "H", "H", "H", "H", "C", "Si", "C", "C", "Si", "Te", "Si", "C", "C", "C", "Si", "C", "C", "C", "H", "H", "H", "H", "H", "H", "H", "H", "H", "H", "H", "H", "H", "H", "H", "H", "H", "H", "H", "H", "H", "H", "H", "H", "H", "H", "H", "S", "C", "N", "C", "C", "C", "C", "H", "H", "H", "H", "H"],
  "xyz": [[0.90, 0.69, -0.60], [4.42, 2.30, 2.16], [4.09, 1.56, 1.11], [2.82, 1.78, 0.83], [2.44, 2.70, 1.77], [3.38, 3.05, 2.60], [1.07, 3.24, 1.79], [0.60, 4.04, 2.82], [-0.61, 4.60, 2.76], [-1.34, 4.34, 1.68], [-0.90, 3.48, 0.69], [0.31, 2.93, 0.75], [5.31, 2.37, 2.62], [4.76, 0.88, 0.59], [1.21, 4.22, 3.70], [-2.31, 4.82, 1.60], [-1.53, 3.20, -0.14], [-1.19, 1.25, -3.55], [-0.58, 2.43, -3.20], [-1.10, 3.61, -3.74], [-0.52, 4.81, -3.45], [0.60, 4.85, -2.61], [1.03, 3.66, -2.08], [0.46, 2.46, -2.36], [-0.76, -0.08, -3.53], [-1.52, -1.00, -4.25], [-1.16, -2.32, -4.23], [-0.03, -2.72, -3.53], [0.68, -1.75, -2.87], [0.32, -0.44, -2.84], [-2.02, 1.38, -4.09], [-1.97, 3.56, -4.40], [-0.92, 5.73, -3.87], [1.11, 5.77, -2.36], [1.86, 3.64, -1.39], [-2.38, -0.66, -4.81], [-1.76, -3.05, -4.78], [0.30, -3.75, -3.49], [1.58, -2.00, -2.33], [-3.44, -4.66, 2.37], [-3.22, -3.28, 1.15], [-2.46, -3.95, -0.41], [-4.84, -2.45, 0.80], [-1.79, -1.64, 1.98], [-1.79, -0.01, 0.02], [0.37, -2.42, 2.18], [1.08, -2.85, 0.50], [1.51, -1.10, 2.84], [0.41, -3.89, 3.32], [-2.52, -0.47, 3.85], [-3.97, 0.60, 3.40], [-2.97, -1.70, 5.16], [-1.13, 0.62, 4.45], [-4.12, -5.41, 1.94], [-3.88, -4.32, 3.32], [-2.49, -5.16, 2.59], [-3.22, -4.49, -0.99], [-1.66, -4.66, -0.16], [-2.04, -3.15, -1.04], [-5.55, -3.17, 0.39], [-4.73, -1.63, 0.09], [-5.27, -2.04, 1.73], [1.23, -1.95, -0.13], [0.43, -3.51, -0.09], [2.07, -3.32, 0.60], [1.49, -0.22, 2.21], [2.54, -1.47, 2.86], [1.23, -0.77, 3.85], [-0.26, -4.68, 2.95], [0.06, -3.60, 4.32], [1.42, -4.31, 3.42], [-4.79, 0.02, 2.97], [-3.67, 1.37, 2.68], [-4.34, 1.10, 4.31], [-3.75, -2.40, 4.81], [-3.36, -1.18, 6.05], [-2.10, -2.30, 5.47], [-0.59, 1.07, 3.60], [-0.41, 0.06, 5.06], [-1.53, 1.44, 5.06], [3.54, -0.26, -1.72], [4.08, 0.44, -3.20], [4.97, -0.28, -3.92], [5.53, 0.11, -5.09], [5.20, 1.31, -5.63], [4.27, 2.11, -4.94], [3.72, 1.68, -3.75], [5.23, -1.17, -3.53], [6.23, -0.57, -5.55], [5.64, 1.63, -6.56], [4.00, 3.07, -5.34], [3.02, 2.29, -3.21]]
}

***

Entry 12:
{
  "formula": "CH3NOS2",
  "method": "ωB97M-V/def2-TZVPD",
  "de_lowest_ev": 4.241,
  "gap_ha": [0.2716, 0.2534],
  "multiplicity": 1,
  "symbols": ["C", "N", "O", "S", "S", "H", "H", "H"],
  "xyz": [[-0.82, -1.23, -0.20], [1.04, 0.68, -1.01], [0.88, 2.07, 1.46], [0.56, 0.04, 0.27], [1.59, 2.78, 0.36], [-1.82, -0.84, -0.01], [-0.74, -2.06, 0.35], [-0.69, -1.44, -1.21]]
}